[1]
Entry from the OMol25 dataset: an isolated molecule of C13H26N2O3S (ωB97M-V/def2-TZVPD).

ORCA input file:
```
! RIJCOSX wB97M-V def2-TZVPD def2/J DEFGRID3
* xyz 0 1
S -1.139 1.099 1.343
O -0.863 -0.793 -1.314
O -1.603 -0.142 1.899
O -1.051 2.240 2.208
N -0.850 -2.416 0.250
N 0.373 0.802 0.748
C 3.216 3.274 -1.333
C -1.985 -3.121 -0.315
C 1.803 3.146 -1.895
C 1.092 1.911 0.159
C 2.511 2.019 0.724
C 3.187 3.280 0.193
C -0.801 -5.222 -1.218
C -0.417 -1.263 -0.282
C 0.714 -0.574 0.481
C 0.635 -4.944 -0.789
C -2.224 1.568 -0.031
C 1.134 1.878 -1.371
C -1.604 -3.961 -1.538
H 1.617 -0.605 -0.131
H -0.586 -2.632 1.196
H -1.312 -5.789 -0.437
H 2.458 2.044 1.813
H 1.704 1.008 -1.704
H 4.204 3.346 0.584
H -1.966 2.573 -0.336
H 3.822 2.434 -1.681
H -2.531 -4.256 -2.034
H 2.636 4.156 0.542
H 1.837 3.121 -2.986
H 1.215 4.017 -1.597
H 0.126 1.779 -1.773
H 1.134 -4.314 -1.523
H 3.679 4.193 -1.698
H -0.779 -5.846 -2.115
H 1.189 -5.877 -0.705
H 0.529 2.790 0.489
H 0.670 -4.440 0.173
H -2.419 -3.752 0.460
H -2.725 -2.376 -0.624
H -1.043 -3.329 -2.227
H -2.092 0.855 -0.835
H 0.908 -1.086 1.429
H -3.234 1.535 0.355
H 3.094 1.142 0.432
*
```

HOMO = -9.36 eV
Kohn-Sham gap = 10.11 eV
SMILES = CCCCNC(=O)CN(C1CCCCC1)S(C)(=O)=O
relative energy (zero: lowest compared OMol25 entry of this formula, charge and spin) = 40.1 kJ/mol
LUMO energy = 0.747 eV

[2]
Entry from the OMol25 dataset: a cluster of 9 separate species, C30H77O21S4 in total (ωB97M-V/def2-TZVPD).

ORCA input file:
```
! RIJCOSX wB97M-V def2-TZVPD def2/J DEFGRID3
* xyz -1 1
S 2.680 -0.381 -3.268
S 4.107 -1.175 3.797
S -2.752 -0.613 -4.108
S -5.470 -5.466 0.531
O 0.438 5.993 -3.247
O 2.125 -1.666 -3.197
O 4.066 -0.263 -2.449
O -3.337 0.009 -2.925
O 5.294 -2.032 3.851
O -3.936 -1.077 -5.017
O 3.828 6.143 1.189
O -4.816 -6.163 -0.540
O 2.144 -5.318 -0.958
O 4.119 0.125 4.376
O 2.422 3.431 1.726
O -0.738 3.134 3.409
O 0.428 -5.617 1.183
O 2.960 0.244 -4.542
O -6.755 -5.881 1.064
O 2.864 -2.060 4.352
O -5.563 -3.934 0.069
O -1.940 4.315 -2.282
O -0.380 1.744 5.949
O 1.179 -0.163 0.296
O -1.850 0.153 -4.906
C -1.633 2.117 3.839
C 4.221 4.853 0.931
C -5.410 -1.160 -4.701
C -2.085 -2.173 -3.596
C -6.139 0.134 -4.967
C 3.569 -0.912 2.104
C -0.504 5.389 -4.058
C 3.475 -4.791 -1.073
C -1.217 -0.821 0.170
C 0.127 -0.648 0.945
C 1.691 6.317 -3.838
C -0.782 1.134 4.761
C 5.309 -1.617 -0.960
C 2.952 6.744 0.253
C -4.396 -5.362 1.952
C 0.627 -2.150 5.129
C 0.646 2.654 5.896
C 3.698 3.920 1.956
C 1.194 -4.275 -0.626
C 2.205 2.597 0.615
C -4.671 -1.876 -0.594
C 4.082 -0.729 -1.062
C 1.583 0.683 -2.384
C 1.621 -1.202 4.556
C -1.944 5.222 -3.396
C -0.541 -6.068 2.041
C -0.018 -4.863 0.017
C -0.577 3.142 2.015
C -4.328 -3.331 -0.380
C -2.366 2.982 -2.568
H 1.277 2.606 5.006
H 1.330 -0.825 3.589
H -2.818 -2.583 -2.892
H 4.171 -0.162 1.566
H -3.805 -1.332 -0.958
H -0.211 4.395 -4.411
H -4.019 -6.353 2.261
H 3.205 6.437 -0.761
H -5.596 1.010 -4.532
H -3.553 -4.783 1.623
H 2.075 1.663 -2.395
H -1.867 2.599 -3.510
H 0.347 -1.665 1.344
H -6.277 0.333 -6.040
H 0.574 0.656 -2.825
H -1.405 0.324 5.104
H 4.420 3.026 2.035
H -3.588 -3.440 0.461
H -1.619 0.169 -0.094
H 3.040 -1.138 -0.881
H 2.392 5.494 -3.805
H -2.197 2.376 -1.701
H 1.013 -3.707 -1.522
H -1.154 -1.972 -3.050
H -0.578 -5.606 -0.587
H 3.047 7.825 0.262
H -5.571 -1.479 -3.648
H 5.179 -2.586 -1.483
H 1.033 -2.742 5.951
H 3.572 -4.022 -1.808
H 3.871 -4.405 -0.147
H -0.191 2.237 1.510
H -0.187 -0.027 1.864
H -0.327 -1.713 5.340
H -5.420 -1.757 -1.394
H -1.253 -5.308 2.488
H 3.879 4.428 -0.027
H 1.869 -0.387 5.204
H 1.463 1.862 0.804
H 3.715 -1.860 1.621
H 1.197 2.484 6.816
H -0.659 6.041 -4.936
H -1.092 -6.939 1.658
H 0.234 -2.935 4.451
H -5.041 -1.359 0.278
H 3.659 4.483 2.915
H -2.511 6.150 -3.136
H -5.745 -1.896 -5.422
H 0.214 3.848 1.848
H -1.445 3.462 1.459
H 3.141 2.003 0.516
H 1.546 6.686 -4.888
H 6.102 -1.087 -1.542
H 2.510 -0.614 1.979
H -0.110 -6.427 2.977
H -4.946 -4.919 2.762
H 2.078 7.160 -3.252
H 1.486 0.335 -1.314
H -3.914 -3.946 -1.220
H -3.427 3.090 -2.761
H -1.034 -1.439 -0.760
H 1.957 3.118 -0.334
H -1.892 -2.776 -4.442
H 1.889 6.513 0.429
H -7.146 0.021 -4.504
H -2.519 2.533 4.311
H 5.341 4.729 0.945
H 4.204 0.167 -0.506
H -2.025 1.562 2.980
H 4.026 -5.673 -1.396
H -2.534 4.699 -4.171
H 0.267 3.671 5.962
H 5.659 -1.649 0.083
H 1.626 -3.497 -0.008
H -1.895 -1.341 0.829
H -0.657 -4.023 0.353
H 0.119 0.785 4.154
*
```

HOMO = -5.16 eV
Kohn-Sham gap = 7.08 eV
LUMO energy = 1.919 eV

[3]
Entry from the OMol25 dataset: a structure of composition C22H40Br2N5OSSi4SnTe (ωB97M-V/def2-TZVPD).

ORCA input file:
```
! RIJCOSX wB97M-V def2-TZVPD def2/J DEFGRID3
* xyz -1 1
Te 0.656 -2.638 0.471
Sn 0.000 0.000 0.000
Br -3.771 -1.494 -3.118
Br -6.572 -1.333 1.692
S 1.651 0.674 1.592
Si 3.278 -4.983 1.930
Si 1.344 -6.032 -1.114
Si -0.362 -5.859 2.228
Si 1.262 -5.007 0.902
O -1.363 -0.568 -1.285
N -1.400 -0.088 1.458
N 1.813 3.372 1.895
N -0.499 1.945 -0.361
N 1.225 4.517 1.405
N 0.301 2.733 0.436
C 1.248 2.249 1.300
C 3.183 -4.081 3.560
C -1.408 0.147 2.785
C 2.654 -5.264 -2.198
C 3.918 -6.707 2.243
C -2.017 -5.809 1.368
C -0.270 -5.817 -2.029
C -2.517 -0.484 0.795
C 0.341 4.080 0.548
C -3.708 -0.403 2.909
C 4.531 -4.054 0.903
C 1.703 -7.855 -0.951
C -0.002 -7.623 2.719
C -2.450 -0.719 -0.616
C -3.729 -0.657 1.517
C -0.558 4.963 -0.248
C -2.545 0.000 3.549
C -0.556 -4.833 3.776
C -4.889 -1.068 0.831
C -3.665 -1.131 -1.232
C -0.108 0.578 3.387
C -4.858 -1.303 -0.533
H -1.524 2.112 -0.129
H -0.179 -6.277 -3.035
H 2.467 -4.175 -2.297
H 2.532 -4.633 4.260
H 2.679 -8.004 -0.452
H -0.367 6.013 -0.010
H 4.167 -3.024 0.712
H -2.244 -4.770 1.055
H -0.826 -7.997 3.361
H -1.090 -6.318 -1.490
H -4.601 -0.517 3.515
H 1.199 0.071 -1.274
H 4.902 -6.644 2.751
H 0.360 -4.876 4.387
H -1.602 4.729 -0.021
H 0.071 -8.258 1.816
H 3.211 -7.260 2.890
H 0.903 -8.343 -0.362
H -2.800 -6.163 2.070
H 2.618 -5.737 -3.200
H 4.041 -7.240 1.281
H -5.751 -1.620 -1.061
H 3.654 -5.443 -1.766
H -1.397 -5.238 4.375
H 4.707 -4.573 -0.054
H 2.790 -3.056 3.398
H 0.651 -0.194 3.226
H -0.197 0.748 4.465
H -0.383 4.801 -1.315
H -2.008 -6.480 0.492
H 4.199 -4.021 4.001
H 1.738 -8.311 -1.962
H -2.538 0.192 4.615
H 0.948 -7.667 3.286
H 5.490 -4.008 1.458
H 0.227 1.509 2.922
H -0.776 -3.781 3.500
H -0.495 -4.736 -2.138
H -0.340 2.182 -1.386
H 2.550 3.394 2.590
*
```

HOMO (spin up / spin down) = -2.61 / -1.99 eV
Kohn-Sham gap (spin up / spin down) = 4.55 / 3.94 eV
relative energy (zero: lowest compared OMol25 entry of this formula, charge and spin) = 3.3 kJ/mol
LUMO energy (spin up / spin down) = 1.947 / 1.954 eV

Max |F| values (in eV Å⁻¹) by entry order: 1.0; 4.1; 5.6.